Entry 1:
Molecular formula: H30O15
Method: DFT, ωB97M-V/def2-TZVPD

## Properties
Spin multiplicity: 1
HOMO in eV: -9.9
E_LUMO in eV: -0.32
Net charge: 0
E in eV: -31195.3060

Atoms and positions in Å:
H 0.354 0.534 0.048
H 0.000 0.017 -1.345
H -2.185 -1.572 2.698
H -1.583 -2.426 3.882
H -3.164 2.664 0.143
H -1.769 2.996 0.530
H 1.591 -2.809 -4.681
H 1.422 -1.390 -4.223
H 2.132 -4.630 2.141
H 2.233 -3.120 1.730
H 3.139 0.471 3.828
H 3.085 0.848 2.259
H 0.716 -3.154 -2.589
H 0.288 -4.588 -2.687
H 2.394 2.938 3.719
H 1.797 1.876 4.512
H -1.762 -3.268 -0.156
H -0.699 -2.293 -0.241
H -3.910 1.118 2.055
H -3.418 -0.189 1.615
H 0.815 2.784 0.128
H 1.343 2.804 -1.377
H -3.423 -0.535 -1.326
H -3.051 0.895 -1.128
H -0.466 -0.230 -4.439
H -1.711 -1.002 -4.254
H 1.658 -0.733 0.894
H 3.102 -0.387 1.146
H 1.678 4.827 -1.555
H 2.144 6.158 -0.967
O -0.008 0.776 -0.740
O -1.566 -1.569 3.354
O -2.597 2.773 0.951
O 0.915 -2.194 -4.422
O 2.248 -3.969 1.442
O 3.666 0.887 3.100
O 1.071 -4.095 -2.496
O 1.606 2.391 3.753
O -1.079 -3.039 -0.751
O -4.134 0.452 1.471
O 0.541 2.905 -0.763
O -3.605 0.200 -0.751
O -1.236 -0.323 -3.747
O 2.414 -0.569 0.469
O 1.419 5.549 -0.916



Entry 2:
Molecular formula: H31O16
Method: DFT, ωB97M-V/def2-TZVPD

## Properties
Spin multiplicity: 1
HOMO in eV: -6.5
E_LUMO in eV: 2.38
Net charge: -1
E in eV: -33264.7599

Atoms and positions in Å:
O -3.135 2.635 -1.657
H 3.182 -0.011 0.286
H 2.117 -2.459 4.010
O 4.045 4.086 -1.278
H -2.666 1.838 -1.980
H -3.787 2.737 -2.364
O -1.957 -2.935 -3.588
H 4.462 3.259 -1.516
H 2.971 -3.145 2.874
O 2.535 -3.261 3.717
H -1.521 -0.961 1.991
H 3.217 3.946 -0.816
O 4.028 0.431 0.407
H 0.708 4.348 2.663
H -0.068 4.431 -0.218
O -1.467 0.405 -1.621
H -1.904 2.199 0.471
H -0.553 -0.243 -2.913
O -1.300 -4.504 0.107
H -1.742 -4.120 0.869
H -1.967 -4.642 -0.562
O 3.118 -2.904 0.576
H 2.944 -3.066 -0.355
H -1.885 -2.163 -3.012
O 1.395 1.794 1.533
H 0.949 1.087 1.979
O 0.329 4.427 3.551
H 4.017 0.639 1.347
H -0.606 4.275 3.386
O -1.024 1.885 0.254
H -2.738 -2.699 -4.088
H -1.121 1.095 -0.806
O 0.502 4.070 0.462
H -1.095 -0.365 0.790
H 1.741 -5.019 0.237
O -4.998 1.074 -0.093
H -0.390 -1.452 -3.828
H -1.524 -0.424 -1.136
O 1.424 -5.256 1.097
H -0.124 3.367 0.781
H -5.327 1.174 -0.999
O -1.397 -1.248 1.074
H 1.191 2.128 0.662
H 3.381 -1.980 0.635
O -0.239 -0.502 -3.821
H -4.333 1.786 -0.217
H 0.614 -5.755 1.107